No. 1
7
Properties=species:S:1:pos:R:3:mulliken_charge:R:1 method="wB97M-V/def2-TZVPD" de_lowest_ev=3.301 homo_energy_ha="-0.2289 / -0.3246" charge=0 multiplicity=3 e_tot_ev=-14441.699
C 1.05 -1.22 0.02 -0.113
C -0.26 0.96 0.01 -0.400
N 0.18 -0.37 0.10 -0.013
S -1.78 -0.09 0.03 -0.205
H 0.92 -2.37 -0.17 0.221
H -0.10 1.43 0.91 0.260
H 0.00 1.65 -0.90 0.250

---

No. 2
8
Properties=species:S:1:pos:R:3:mulliken_charge:R:1 method="wB97M-V/def2-TZVPD" de_lowest_ev=0.894 homo_energy_ha=-0.2975 smiles="S=CNC=S" charge=0 multiplicity=1 e_tot_ev=-25281.676
S -1.81 0.07 0.01 -0.228
C -0.85 -1.18 0.35 -0.131
N 0.51 -1.29 0.41 -0.196
C 1.41 -0.18 0.18 -0.229
S 1.24 1.31 -0.50 -0.170
H -1.21 -2.20 0.50 0.323
H 0.97 -1.94 1.02 0.284
H 2.31 -0.68 0.25 0.345

---

No. 3
8
Properties=species:S:1:pos:R:3:mulliken_charge:R:1 method="wB97M-V/def2-TZVPD" de_lowest_ev=0.426 homo_energy_ha=-0.2912 smiles="S=CNC=S" charge=0 multiplicity=1 e_tot_ev=-25282.144
S 1.58 -1.63 -0.06 -0.247
C 1.25 -0.09 0.04 -0.141
N 0.01 0.51 -0.09 -0.174
C -1.21 -0.04 -0.09 -0.144
S -1.69 -1.59 -0.01 -0.252
H 2.00 0.64 0.17 0.338
H 0.02 1.50 0.02 0.299
H -1.95 0.70 0.02 0.321

---

No. 4
8
Properties=species:S:1:pos:R:3:mulliken_charge:R:1 method="wB97M-V/def2-TZVPD" de_lowest_ev=1.981 homo_energy_ha=-0.3358 charge=0 multiplicity=1 e_tot_ev=-25280.589
S -2.69 -0.39 0.06 -0.200
C -1.03 -0.55 -0.21 -0.263
C -0.35 0.72 -0.18 0.045
N 0.90 0.71 0.11 -0.377
S 1.81 -0.69 -0.03 -0.132
H -0.60 -1.54 0.03 0.294
H -0.95 1.58 -0.18 0.429
H 2.92 0.16 0.40 0.203

---

No. 5
8
Properties=species:S:1:pos:R:3:mulliken_charge:R:1 method="wB97M-V/def2-TZVPD" de_lowest_ev=3.373 homo_energy_ha="-0.3173 / -0.2862" charge=0 multiplicity=1 e_tot_ev=-25279.197
C 0.53 0.91 -0.70 -0.011
C -0.23 -1.61 0.62 -0.658
N -0.26 1.82 -0.33 -0.216
S 0.95 -0.73 -0.26 0.014
S -1.36 1.96 0.80 -0.074
H 1.24 1.35 -1.47 0.268
H -1.19 -1.39 0.20 0.343
H 0.32 -2.32 1.14 0.334

---

No. 6
9
Properties=species:S:1:pos:R:3:mulliken_charge:R:1 method="wB97M-V/def2-TZVPD" de_lowest_ev=2.931 homo_energy_ha=-0.3247 charge=0 multiplicity=1 e_tot_ev=-36115.195
C 2.38 0.60 -0.09 0.352
C -1.07 -0.11 -0.32 -0.111
N 1.44 1.22 -0.41 -0.260
S 3.66 0.01 0.48 -0.432
S -1.07 -1.74 0.06 -0.120
S -2.20 0.82 0.61 -0.119
H -0.47 -2.34 -1.06 0.172
H 0.49 1.61 -0.28 0.383
H -3.16 -0.07 1.02 0.134

---

No. 7
9
Properties=species:S:1:pos:R:3:mulliken_charge:R:1 method="wB97M-V/def2-TZVPD" de_lowest_ev=3.714 homo_energy_ha=-0.3208 smiles="S=CC(=S)NS" charge=0 multiplicity=1 e_tot_ev=-36114.412
S -1.73 -1.30 -0.22 -0.133
C -1.01 0.04 -0.95 -0.334
C 0.53 0.08 -0.68 0.223
S 1.37 -0.26 -1.99 -0.220
N 0.87 -0.22 0.71 -0.343
S 0.12 1.28 1.68 -0.111
H -1.18 0.57 -1.80 0.419
H 1.97 -0.60 0.78 0.298
H -0.93 0.41 2.47 0.200

---

No. 8
7
Properties=species:S:1:pos:R:3:mulliken_charge:R:1 method="wB97M-V/def2-TZVPD" de_lowest_ev=1.065 homo_energy_ha=-0.6011 charge=+1 multiplicity=1 e_tot_ev=-6206.838
C -0.79 0.15 0.26 0.005
C 1.96 -0.35 -0.35 0.422
O 1.78 -0.82 0.65 -0.066
O -0.09 0.31 -0.68 -0.360
H -1.84 0.63 0.24 0.291
H -0.26 -0.23 1.13 0.253
H 2.48 -0.05 -1.15 0.455

---

No. 9
7
Properties=species:S:1:pos:R:3:mulliken_charge:R:1 method="wB97M-V/def2-TZVPD" de_lowest_ev=2.131 homo_energy_ha=-0.5947 charge=+1 multiplicity=1 e_tot_ev=-6205.771
C -1.15 -0.73 0.49 0.356
C 1.18 0.75 -0.54 0.214
O 1.47 1.31 0.36 0.009
O -2.14 -0.89 -0.03 -0.133
H -0.18 -0.09 -0.16 -0.206
H -0.71 -1.00 1.51 0.345
H 1.52 0.66 -1.64 0.415

---

No. 10
8
Properties=species:S:1:pos:R:3:mulliken_charge:R:1 method="wB97M-V/def2-TZVPD" de_lowest_ev=1.264 homo_energy_ha=-0.3313 smiles="C=COP=O" charge=0 multiplicity=1 e_tot_ev=-15504.679
C -0.38 -1.23 1.06 -0.638
C -0.07 0.02 0.53 0.174
O 0.34 0.51 -0.70 -0.435
P 0.88 1.92 -1.83 0.594
O 0.49 1.49 -3.16 -0.325
H -0.73 -1.27 2.14 0.202
H -0.12 -2.23 0.63 0.260
H -0.41 0.80 1.33 0.168